*w*
The following is a quantum chemistry calculation of the ion C25H18F4IO4 with charge +1, from the Open Molecules 2025 dataset.

The geometry in XYZ format:
```
52
Properties=species:S:1:pos:R:3:mulliken_charge:R:1
F -2.35435 2.58254 -4.43313 -0.3010
F -4.72804 -1.29877 -3.15924 -0.3046
C -0.29098 -1.02981 2.14695 0.6003
H 2.60110 -2.81917 0.20974 0.3807
H 2.76700 -1.86324 1.71381 0.4101
H 0.55486 2.14180 -1.28597 1.1409
C 1.44989 -4.19439 2.37173 -1.6848
C 0.97474 -2.94277 1.63913 1.4270
C -0.31437 -0.54714 -1.06761 0.7944
H 2.10621 -3.95662 3.21455 0.3889
C 1.03668 0.01082 -1.54376 -0.0161
C -1.35534 -0.12817 -2.13290 0.6678
I -2.30099 0.61892 0.70893 0.6074
O 0.44373 -2.06992 2.65071 -0.3186
C 0.58198 3.30525 2.91226 -0.7516
H 2.00487 -4.77143 1.63030 0.3830
H 1.59718 -1.32741 0.45990 -0.1764
H -0.29483 -1.70566 -1.35230 0.4387
C -0.57705 -0.87019 0.53748 -0.5000
C 2.09047 -0.78730 -2.03109 -0.3534
C 3.57754 1.12066 -2.56583 -0.7506
C 1.29494 1.39441 -1.61819 -1.2657
H -0.42151 1.66476 -3.06978 0.7904
C -1.27556 0.98111 -2.99653 -0.6795
C 3.33423 -0.25763 -2.44269 -0.0233
H -3.03502 1.98328 3.37295 0.3529
C -2.02532 2.37006 3.21072 -0.3471
H 0.58104 2.28013 1.01226 0.4408
O -0.19208 -3.36424 0.80404 -0.3358
O -0.95776 -0.46822 3.00789 -0.4700
H 4.46230 1.54718 -3.03260 0.5192
C -1.43301 3.14434 4.21781 -0.6203
C -3.57810 -0.55500 -3.08685 0.3820
H -2.52180 -1.82539 -1.65161 0.4556
C -3.58097 0.63518 -3.79603 -0.7273
H 0.60713 -4.77914 2.76933 0.3984
C -2.49986 -0.94620 -2.30524 -0.8818
C -1.11561 -2.39528 0.46007 0.4765
O -2.24129 -2.71438 0.18123 -0.5376
H 0.31620 4.23667 4.84034 0.3967
C -2.40518 1.38371 -3.73889 0.1111
C -1.31713 2.06452 2.04428 0.0936
H -4.45554 0.96548 -4.36691 0.4945
C 2.52087 1.90985 -2.12790 -0.1209
F 4.33200 -1.12180 -2.85016 -0.3054
H 1.93770 -1.86856 -2.01218 0.6730
C -0.12816 3.61317 4.06914 -0.4491
C 2.05677 -2.20763 0.94338 -0.6445
C -0.01131 2.52306 1.89451 0.2201
F 2.58945 3.26956 -2.26468 -0.3039
H -1.99722 3.38238 5.11129 0.3965
H 1.58948 3.68662 2.79735 0.4285
```

Total charge: +1
Multiplicity: 1

---

*x*
The following is a quantum chemistry calculation of a cluster of 2 separate species, C25H18F4IO4 in total, from the Open Molecules 2025 dataset.

The geometry in XYZ format:
```
52
Properties=species:S:1:pos:R:3:mulliken_charge:R:1
C 1.01656 -3.23755 2.29673 1.4310
F 4.29508 -1.37677 -3.39335 -0.2793
C -0.39916 -1.19532 1.18364 0.0063
F -4.68097 -1.35158 -3.39749 -0.2844
H -0.18419 -1.19841 -1.76306 0.3724
C 1.27504 -4.65790 2.82429 -1.6441
C 0.53952 3.43149 3.24162 -0.5749
C -3.72824 -0.36973 -3.22137 0.3771
H 2.09942 -5.14076 2.29250 0.3720
C 3.37136 -0.37840 -3.16770 0.2431
H 3.06603 -2.63922 1.98180 0.3937
H -2.23285 -1.75535 -2.50286 0.5476
F -3.39398 3.21153 -3.67379 -0.2965
H 0.99285 2.26040 1.46727 0.4088
C 1.11387 0.27958 -2.53434 0.8057
H 4.73088 1.18868 -3.82830 0.5161
H -2.92583 1.67690 3.13516 0.3789
O 0.66914 -3.33864 0.90381 -0.3100
H -5.09337 1.21930 -3.81542 0.5237
H -1.02040 2.37873 -2.99406 0.3309
C -0.18156 -0.17724 -2.13860 -0.5456
C -1.68075 3.12297 4.16234 -0.5633
I -1.47633 0.49753 0.62799 0.4734
H -0.21881 4.49724 4.96344 0.3802
O -0.89609 -2.77783 -0.57703 -0.6308
C 2.18207 -2.29824 2.53039 -1.3198
H -2.43423 3.35126 4.91614 0.3714
C -1.76838 1.59507 -3.02541 -0.5266
C 2.12005 -0.72290 -2.68991 -0.6777
H 0.37165 -5.26246 2.69807 0.3849
C 0.25104 2.50755 2.22215 -0.2748
C -1.00572 1.91210 2.19279 0.3523
C -0.26706 -2.44163 0.41492 0.3167
C 3.73793 0.93573 -3.46796 -0.6633
O -1.26757 -0.86723 3.41406 -0.5589
C -2.47051 -0.72661 -2.77236 -0.8720
H 1.86321 -1.76118 -2.47862 0.5689
C 1.46802 1.62580 -2.82995 -0.6954
H 1.51889 -4.60655 3.88811 0.3922
H 1.52213 3.90096 3.28117 0.3778
C -1.44881 0.26215 -2.65470 1.3800
H 1.93258 -1.27795 2.21496 0.2123
F 3.06689 3.20570 -3.62237 -0.2863
C -3.07228 1.89512 -3.40182 0.2006
O -0.14699 -2.76587 3.03227 -0.3895
C -0.43270 3.75281 4.19256 -0.4502
C 2.75122 1.90321 -3.29022 0.1128
C -0.64266 -1.54376 2.61642 0.5002
C -4.08560 0.94808 -3.51594 -0.6830
C -1.96782 2.18843 3.15588 -0.2300
H 0.75317 2.43125 -2.69656 0.6573
H 2.41427 -2.31051 3.60273 0.3682
```

Total charge: +1
Multiplicity: 1

---

Which structure is the most stable? The one labeled *x*.